C21H17NO5W | wB97M-V/def2-TZVPD

Calculated values
Multiplicity   3
Gap between HOMO and LUMO (spin up / spin down)   3.07 / 5.46 eV
Relative energy (zero: lowest compared OMol25 entry of this formula, charge and spin)   0.00 kcal/mol
Total charge   -2
HOMO energy (spin up / spin down)   0.0563 / -0.0317 hartree
Expectation value of S²   2.04

XYZ file:
```
45
Properties=species:S:1:pos:R:3:forces:R:3:lowdin_charge:R:1
W 0.507 0.269 -0.148 1.319 -2.021 -1.190 1.53
C 2.129 -0.533 2.511 -0.872 -0.637 -0.200 -0.09
N 0.731 -0.685 1.959 0.364 -1.360 0.810 -0.33
C -0.212 -0.138 3.013 -0.815 -1.404 -2.326 -0.09
C 0.441 -2.179 1.738 -0.900 -0.021 0.492 -0.15
C -0.629 -2.470 0.677 1.499 0.757 -0.586 -0.28
C -1.291 -3.672 0.661 -0.213 -0.420 0.086 -0.11
C -2.049 -3.970 -0.450 -1.342 -0.312 -0.909 -0.12
C -2.085 -3.130 -1.597 -0.223 -0.579 1.426 -0.11
C -1.381 -1.940 -1.601 0.165 -0.526 -0.083 -0.11
C -0.673 -1.624 -0.436 0.543 2.245 0.328 -0.19
H 2.217 -1.051 3.461 -0.126 -0.496 0.311 0.07
H 2.207 0.496 2.750 0.458 1.158 -0.052 0.07
H 2.923 -0.850 1.834 -0.406 0.157 -0.185 0.08
H -0.148 -0.693 3.943 0.413 -0.035 0.365 0.07
H -1.221 -0.358 2.580 0.624 0.665 0.504 0.10
H -0.025 0.917 3.094 -0.128 0.351 0.163 0.07
H 0.091 -2.706 2.652 0.243 0.699 0.169 0.11
H 1.357 -2.726 1.491 0.090 0.601 -0.318 0.13
H -1.210 -4.383 1.480 -0.138 0.071 0.048 0.10
H -2.744 -4.830 -0.383 0.654 0.349 -0.329 0.09
H -2.748 -3.386 -2.401 -0.103 -0.253 -0.448 0.08
H -1.329 -1.344 -2.537 0.007 -0.131 1.012 0.11
O 5.268 -1.021 -3.885 -1.179 0.357 0.712 0.03
C 4.260 -0.807 -3.211 -0.063 -0.912 -0.614 -0.23
C 4.168 -0.863 -1.642 -0.639 1.744 -1.307 -0.35
O 5.046 -1.186 -0.841 0.535 -0.526 0.386 -0.03
C 2.926 -0.212 -1.444 3.533 -1.563 2.904 -0.35
C 2.110 -0.088 -2.524 -0.209 0.028 -1.345 -0.30
O 0.894 0.339 -2.198 -0.657 -0.115 -0.526 -0.21
C 2.823 -0.498 -3.729 0.082 0.553 1.459 -0.37
O 2.430 -0.608 -4.899 -0.290 -0.065 -1.338 -0.08
O 2.511 0.020 -0.177 -1.028 0.603 0.071 -0.26
C -0.519 1.702 0.048 -0.014 -1.078 0.542 -0.35
C -1.390 2.772 0.062 -0.674 0.408 -0.356 -0.38
C -1.257 3.819 0.981 -0.091 0.317 0.847 -0.09
C -2.090 4.912 0.868 -0.540 0.868 0.856 -0.15
C -3.142 4.965 -0.041 -0.570 -0.016 -0.685 -0.16
C -3.309 3.885 -0.915 0.393 -0.524 -0.077 -0.13
C -2.458 2.780 -0.880 -0.128 0.925 0.236 -0.05
H -0.580 3.725 1.875 -0.393 0.166 -1.384 0.11
H -1.967 5.748 1.563 -0.037 -0.206 -0.074 0.08
H -3.901 5.773 -0.102 0.913 -0.338 0.258 0.08
H -4.095 3.911 -1.658 -0.213 -0.005 0.015 0.08
H -2.584 1.916 -1.546 0.156 0.521 0.333 0.11
```
Forces are in eV/Å.

---

C21H18AgCl2IN4O2 | wB97M-V/def2-TZVPD

Calculated values
Gap between HOMO and LUMO   6.41 eV
HOMO energy   -0.2604 hartree

XYZ file:
```
49
Properties=species:S:1:pos:R:3:forces:R:3:lowdin_charge:R:1
Ag 0.068 0.368 -0.385 0.215 -0.300 -0.100 0.43
C -4.386 -1.126 -0.952 0.105 -0.046 0.120 -0.04
C -3.928 -1.079 0.470 -0.012 0.138 -0.104 -0.28
N -4.816 -1.133 1.419 -0.275 -0.065 -0.517 0.11
C -4.409 -1.126 2.693 0.311 -0.020 0.746 -0.13
C -3.092 -1.069 3.077 -0.261 0.062 0.031 -0.16
C -2.776 -1.063 4.555 -0.367 0.241 -0.071 -0.22
O -1.978 -2.151 4.986 0.317 -0.316 0.119 -0.07
C -2.089 -0.925 2.077 -0.661 -0.176 -0.605 -0.09
C -0.745 -0.796 2.532 0.959 0.279 0.046 -0.07
N 0.231 -0.143 1.969 -1.019 -0.222 -0.497 0.02
C 1.376 0.126 2.698 0.588 0.152 0.562 -0.32
C 1.390 0.081 4.106 -0.061 -0.073 -0.104 -0.02
C 2.512 0.367 4.850 0.071 -0.026 -0.001 -0.08
C 3.677 0.773 4.225 0.019 0.044 0.011 -0.09
C 3.683 0.902 2.850 0.180 0.033 -0.061 -0.18
C 2.564 0.579 2.105 -0.104 -0.032 -0.542 -0.57
I 2.807 0.848 -0.008 -0.034 -0.110 0.685 0.93
C -2.505 -0.939 0.704 0.035 -0.170 0.633 -0.35
O -1.734 -0.909 -0.299 0.071 0.031 -0.360 -0.16
H -5.457 -1.294 -0.988 -0.075 0.009 0.009 0.07
H -3.859 -1.928 -1.466 0.012 -0.021 -0.181 0.08
H -4.135 -0.194 -1.456 0.025 0.036 -0.119 0.06
H -5.204 -1.155 3.428 0.062 -0.044 0.150 0.10
H -3.720 -1.062 5.114 0.080 0.141 -0.091 0.12
H -2.220 -0.163 4.836 -0.055 -0.073 -0.011 0.12
H -2.428 -2.970 4.754 -0.017 0.025 -0.050 0.10
H -0.565 -1.284 3.492 -0.003 0.155 0.000 0.11
H 0.487 -0.180 4.635 -0.074 -0.020 0.003 0.10
H 2.467 0.281 5.925 -0.007 0.026 0.119 0.11
H 4.562 1.011 4.792 0.087 0.048 0.064 0.10
H 4.566 1.266 2.350 0.102 -0.025 -0.044 0.08
Cl -4.154 2.780 -0.068 0.147 0.148 -0.021 0.53
C -2.621 3.656 0.095 -0.235 -0.028 -0.051 -0.98
Cl -1.302 2.541 0.506 -0.054 0.392 0.239 0.53
H -2.719 4.378 0.906 0.054 -0.154 -0.177 0.03
H -2.384 4.138 -0.852 -0.064 -0.074 0.187 0.03
N -0.182 -0.202 -8.136 -0.019 -0.043 -0.284 0.18
C -0.136 -0.159 -6.992 -0.037 -0.065 -0.526 -0.18
C -0.066 -0.070 -5.580 0.042 0.123 1.222 -0.22
C -0.705 0.977 -4.911 0.185 -0.229 -0.150 0.01
C -0.553 1.066 -3.539 -0.047 0.138 -0.074 -0.11
N 0.167 0.209 -2.823 -0.109 -0.055 -0.015 0.01
C 0.738 -0.812 -3.458 0.099 -0.045 -0.048 -0.12
C 0.658 -0.996 -4.827 -0.126 0.220 -0.201 0.01
H -1.284 1.707 -5.455 -0.031 0.032 -0.005 0.12
H -1.019 1.871 -2.987 -0.061 0.052 0.020 0.11
H 1.297 -1.504 -2.843 0.036 -0.051 0.035 0.11
H 1.159 -1.824 -5.306 0.004 -0.037 0.010 0.12
```
Forces are in eV/Å.